DFT (ωB97M-V/def2-TZVPD) results for a structure of composition C4H16B5CuF16NO3V in a non-equilibrium geometry.

## Properties
- LUMO energy (spin up / spin down): 0.0188 / -0.0650 hartree
- 2S+1: 2
- Kohn-Sham gap (spin up / spin down): 9.20 / 6.91 eV
- <S²>: 0.751
- Net charge: -1
- HOMO energy (spin up / spin down): -8.686 / -8.684 eV

Structure (XYZ):
```
47
Properties=species:S:1:pos:R:3:forces:R:3
O -0.1469 1.3194 -3.5185 -0.6 -1.3 -2.3
V 0.5531 2.2985 -2.5953 2.7 0.2 3.4
O 2.0607 2.4653 -3.0806 -1.8 0.4 -0.2
Cu 2.6662 -0.0486 0.6726 -0.3 1.2 -0.5
B 0.9177 0.6509 -0.6862 1.0 -1.1 0.5
H 1.0801 1.0640 0.3794 -0.2 1.3 1.4
H -0.0533 0.9747 -1.1486 -2.2 0.2 -0.4
H 1.8193 0.9546 -1.3166 1.5 0.5 -1.4
H 0.9535 -0.5041 -0.5317 -0.3 -1.4 -0.6
C -3.1151 -1.8864 1.9240 -0.5 -1.0 1.2
C -2.2783 -1.5238 0.7439 0.2 1.1 -1.4
C -2.9358 -1.7457 -0.6427 1.1 -0.9 0.5
O -2.0215 -1.3485 -1.6379 -0.4 0.3 -0.2
C -0.9448 -2.2201 -1.9340 0.4 -0.4 -0.4
N -1.9094 -0.0573 0.7799 -1.1 0.3 1.1
H -1.3570 0.2655 -0.0092 0.2 -0.2 -0.4
H -2.7506 0.5233 0.8342 0.1 0.1 -0.3
H -1.4196 0.1833 1.6574 0.3 0.0 0.1
H -4.1758 -1.6191 1.9011 0.2 0.7 -0.4
H -2.6992 -1.5518 2.8763 0.1 0.3 -0.2
H -3.1990 -2.9694 2.0644 0.4 0.0 -0.4
H -1.2833 -1.9634 0.7068 -0.2 -0.6 0.4
H -3.8704 -1.2000 -0.7593 0.1 0.3 0.0
H -3.1715 -2.8104 -0.7344 -0.1 -0.1 0.0
H -0.4841 -2.7004 -1.0677 0.0 0.3 0.2
H -0.1902 -1.6335 -2.4524 0.1 0.1 0.2
H -1.1984 -3.0318 -2.6245 -0.5 0.0 0.0
B 0.2491 -0.3008 3.4947 -0.3 -0.4 1.7
F 1.2187 0.0713 2.5224 0.2 -0.1 -0.4
F -0.9345 0.4961 3.3760 0.3 -0.2 -0.8
F -0.0884 -1.6503 3.3024 -0.1 0.2 -0.4
F 0.7260 -0.1155 4.7912 0.2 0.0 -0.6
B 3.5638 -1.9248 -1.2101 0.3 -0.3 -1.5
F 2.7579 -2.0818 -0.0235 -0.6 0.9 1.4
F 4.5656 -2.8670 -1.1830 -0.2 0.1 0.0
F 2.7224 -2.0102 -2.3172 0.3 -0.2 0.4
F 4.0643 -0.6113 -1.1111 -0.1 -0.1 0.6
B -1.5264 3.1962 -0.8070 -1.5 0.8 0.8
F -0.1446 3.2091 -0.6557 1.9 0.1 -1.0
F -1.8943 4.4874 -1.1960 -0.3 -0.7 0.2
F -1.8090 2.2631 -1.8367 -0.1 0.4 0.0
F -2.0572 2.7524 0.4184 -0.3 0.2 -0.6
B 3.5464 2.6854 0.5144 1.3 1.1 -0.9
F 2.9258 1.9084 1.5378 -0.4 -1.7 0.5
F 4.6277 3.3868 1.0452 -0.5 -0.2 0.0
F 4.0319 1.7045 -0.3901 -0.4 0.1 0.3
F 2.6082 3.5164 -0.0727 0.1 -0.2 0.1
```
Positions in Å, forces in eV/Å.


DFT (ωB97M-V/def2-TZVPD) results for a structure of composition C4H16Ba2FO4 in a non-equilibrium geometry.

## Properties
- LUMO energy: -0.3556 hartree
- Kohn-Sham gap: 10.09 eV
- Net charge: +3
- HOMO energy: -19.772 eV

Structure (XYZ):
```
27
Properties=species:S:1:pos:R:3:forces:R:3
Ba 2.4222 1.9663 -0.7969 -0.5 -0.7 0.0
Ba 0.9815 -2.9944 0.1183 -1.1 1.0 0.0
F 1.3173 -0.3423 -0.2429 0.3 -0.1 0.0
C -2.5606 -1.2196 -1.2389 0.3 -0.1 0.5
O -1.1534 -1.5873 -1.0967 0.9 -0.3 0.4
H -2.8435 -1.4093 -2.2679 -0.2 0.1 0.0
H -3.1285 -1.8230 -0.5336 0.0 -0.2 -0.2
H -2.7125 -0.1862 -0.9316 0.1 0.1 -0.3
H -0.5874 -0.8191 -0.9443 -0.4 0.3 -0.2
C 0.5808 0.2948 -3.4689 0.3 0.2 -1.1
O 2.0154 0.2675 -3.3919 0.0 0.3 1.1
H 0.1412 -0.6992 -3.4387 0.0 -0.1 0.2
H 0.1865 0.9131 -2.6605 0.0 -0.1 0.2
H 0.3048 0.7767 -4.4089 -0.3 0.0 0.1
H 2.3973 -0.0690 -4.2102 -0.1 0.1 -0.1
C 1.6266 2.0943 2.7329 0.3 -0.7 0.1
O 1.7150 3.0856 1.6894 0.4 -0.1 -0.4
H 0.7710 2.2089 3.3952 0.0 0.5 -0.1
H 1.5209 1.1152 2.2517 0.0 0.1 -0.1
H 2.5571 2.0770 3.2992 -0.1 0.0 0.2
H 2.1756 3.8544 2.0581 -0.3 0.1 0.0
C -1.2706 -0.8535 2.2900 -0.4 -0.7 0.4
O -1.0869 -2.2624 1.9700 0.7 -0.1 0.0
H -0.6430 -0.5646 3.1336 0.3 0.1 -0.2
H -1.0420 -0.3367 1.3654 0.0 0.3 0.1
H -2.2989 -0.6883 2.6096 -0.1 0.1 -0.3
H -1.3857 -2.7990 2.7185 -0.1 0.1 -0.1
```
Positions in Å, forces in eV/Å.


DFT (ωB97M-V/def2-TZVPD) results for a cluster of 5 separate species, C4H16ClO8 in total in a non-equilibrium geometry.

## Properties
- LUMO energy: 0.1191 hartree
- Kohn-Sham gap: 9.82 eV
- Net charge: -1
- HOMO energy: -6.584 eV
- Relative energy (zero: lowest compared OMol25 entry of this formula, charge and spin): 0.393 eV

Structure (XYZ):
```
29
Properties=species:S:1:pos:R:3:forces:R:3
Cl 0.5125 0.9360 -0.0771 1.1 -0.5 0.8
O 0.7511 0.1963 1.1345 0.9 0.5 0.8
O -0.7733 0.5070 -0.4921 -1.9 0.1 -1.4
O 0.5648 2.3607 0.1158 -0.1 -0.2 0.2
O 1.5136 0.5578 -1.0585 -0.1 0.0 -0.3
C 3.9973 0.2798 1.5687 -0.2 0.2 0.3
O 5.4282 0.2308 1.5813 -0.1 0.1 -0.1
H 3.6461 0.4223 2.5907 0.1 -0.2 0.0
H 3.6190 1.1438 1.0223 0.0 -0.1 -0.2
H 3.5678 -0.6354 1.1613 -0.1 0.1 0.0
H 5.6971 0.4059 0.6765 0.2 -0.1 0.0
C 0.2792 -0.1394 -4.4162 -0.3 0.5 0.7
O 0.4030 -1.0969 -3.3822 0.0 -0.7 -0.9
H -0.7071 0.3245 -4.4292 -0.4 -0.1 0.1
H 0.9510 0.7115 -4.3037 0.4 -0.2 0.0
H 0.3982 -0.6021 -5.3959 0.3 -0.2 0.2
H 0.6168 -0.7263 -2.5229 0.1 0.7 0.1
C -1.3375 -2.1794 1.7140 0.1 -1.2 -0.7
O -2.7561 -2.3044 1.8882 0.4 0.2 0.4
H -0.8999 -3.1675 1.8568 0.3 -0.2 0.3
H -1.1228 -1.9632 0.6674 0.2 0.7 0.1
H -0.8191 -1.5059 2.3965 -0.7 0.3 -0.2
H -3.0032 -3.0244 1.3033 -0.2 0.1 0.0
C -3.6279 1.8204 1.0237 0.3 1.2 1.2
O -3.3342 0.5294 1.4274 -0.2 -0.9 -0.2
H -2.9422 2.4837 1.5510 0.6 0.5 -0.5
H -3.5454 1.9591 -0.0543 -0.4 0.2 0.0
H -4.5479 2.1487 1.5074 -0.7 -0.4 -0.7
H -2.5291 0.3270 0.9453 0.4 -0.5 0.1
```
Positions in Å, forces in eV/Å.


Copy entry 2 word for word.
DFT (ωB97M-V/def2-TZVPD) results for a structure of composition C4H16Ba2FO4 in a non-equilibrium geometry.

## Properties
- LUMO energy: -0.3556 hartree
- Kohn-Sham gap: 10.09 eV
- Net charge: +3
- HOMO energy: -19.772 eV

Structure (XYZ):
```
27
Properties=species:S:1:pos:R:3:forces:R:3
Ba 2.4222 1.9663 -0.7969 -0.5 -0.7 0.0
Ba 0.9815 -2.9944 0.1183 -1.1 1.0 0.0
F 1.3173 -0.3423 -0.2429 0.3 -0.1 0.0
C -2.5606 -1.2196 -1.2389 0.3 -0.1 0.5
O -1.1534 -1.5873 -1.0967 0.9 -0.3 0.4
H -2.8435 -1.4093 -2.2679 -0.2 0.1 0.0
H -3.1285 -1.8230 -0.5336 0.0 -0.2 -0.2
H -2.7125 -0.1862 -0.9316 0.1 0.1 -0.3
H -0.5874 -0.8191 -0.9443 -0.4 0.3 -0.2
C 0.5808 0.2948 -3.4689 0.3 0.2 -1.1
O 2.0154 0.2675 -3.3919 0.0 0.3 1.1
H 0.1412 -0.6992 -3.4387 0.0 -0.1 0.2
H 0.1865 0.9131 -2.6605 0.0 -0.1 0.2
H 0.3048 0.7767 -4.4089 -0.3 0.0 0.1
H 2.3973 -0.0690 -4.2102 -0.1 0.1 -0.1
C 1.6266 2.0943 2.7329 0.3 -0.7 0.1
O 1.7150 3.0856 1.6894 0.4 -0.1 -0.4
H 0.7710 2.2089 3.3952 0.0 0.5 -0.1
H 1.5209 1.1152 2.2517 0.0 0.1 -0.1
H 2.5571 2.0770 3.2992 -0.1 0.0 0.2
H 2.1756 3.8544 2.0581 -0.3 0.1 0.0
C -1.2706 -0.8535 2.2900 -0.4 -0.7 0.4
O -1.0869 -2.2624 1.9700 0.7 -0.1 0.0
H -0.6430 -0.5646 3.1336 0.3 0.1 -0.2
H -1.0420 -0.3367 1.3654 0.0 0.3 0.1
H -2.2989 -0.6883 2.6096 -0.1 0.1 -0.3
H -1.3857 -2.7990 2.7185 -0.1 0.1 -0.1
```
Positions in Å, forces in eV/Å.


What did the second record say?
DFT (ωB97M-V/def2-TZVPD) results for a structure of composition C4H16Ba2FO4 in a non-equilibrium geometry.

## Properties
- LUMO energy: -0.3556 hartree
- Kohn-Sham gap: 10.09 eV
- Net charge: +3
- HOMO energy: -19.772 eV

Structure (XYZ):
```
27
Properties=species:S:1:pos:R:3:forces:R:3
Ba 2.4222 1.9663 -0.7969 -0.5 -0.7 0.0
Ba 0.9815 -2.9944 0.1183 -1.1 1.0 0.0
F 1.3173 -0.3423 -0.2429 0.3 -0.1 0.0
C -2.5606 -1.2196 -1.2389 0.3 -0.1 0.5
O -1.1534 -1.5873 -1.0967 0.9 -0.3 0.4
H -2.8435 -1.4093 -2.2679 -0.2 0.1 0.0
H -3.1285 -1.8230 -0.5336 0.0 -0.2 -0.2
H -2.7125 -0.1862 -0.9316 0.1 0.1 -0.3
H -0.5874 -0.8191 -0.9443 -0.4 0.3 -0.2
C 0.5808 0.2948 -3.4689 0.3 0.2 -1.1
O 2.0154 0.2675 -3.3919 0.0 0.3 1.1
H 0.1412 -0.6992 -3.4387 0.0 -0.1 0.2
H 0.1865 0.9131 -2.6605 0.0 -0.1 0.2
H 0.3048 0.7767 -4.4089 -0.3 0.0 0.1
H 2.3973 -0.0690 -4.2102 -0.1 0.1 -0.1
C 1.6266 2.0943 2.7329 0.3 -0.7 0.1
O 1.7150 3.0856 1.6894 0.4 -0.1 -0.4
H 0.7710 2.2089 3.3952 0.0 0.5 -0.1
H 1.5209 1.1152 2.2517 0.0 0.1 -0.1
H 2.5571 2.0770 3.2992 -0.1 0.0 0.2
H 2.1756 3.8544 2.0581 -0.3 0.1 0.0
C -1.2706 -0.8535 2.2900 -0.4 -0.7 0.4
O -1.0869 -2.2624 1.9700 0.7 -0.1 0.0
H -0.6430 -0.5646 3.1336 0.3 0.1 -0.2
H -1.0420 -0.3367 1.3654 0.0 0.3 0.1
H -2.2989 -0.6883 2.6096 -0.1 0.1 -0.3
H -1.3857 -2.7990 2.7185 -0.1 0.1 -0.1
```
Positions in Å, forces in eV/Å.